Molecular formula: C39H58N3OPPtSi
Method: DFT, ωB97M-V/def2-TZVPD

CARTESIAN COORDINATES (ANGSTROEM)
Pt (-0.05, 0.53, 0.06)
P (3.67, -0.22, 0.00)
Si (-0.27, -3.22, 0.16)
O (2.21, -0.08, -0.28)
N (-0.67, -0.18, -2.09)
N (-0.18, -0.05, 2.32)
N (-0.52, -1.62, 0.71)
C (-0.34, 0.46, 3.55)
C (-1.85, 1.88, -2.61)
C (4.17, -0.94, -4.03)
C (5.09, 3.58, -0.97)
C (6.02, 2.39, -0.77)
C (4.45, -0.85, -1.54)
C (-2.10, 2.90, -3.53)
C (-0.62, 1.92, -5.13)
C (3.21, -2.39, 3.47)
C (0.65, -4.25, 1.46)
C (-1.66, -1.42, 4.20)
C (2.87, -1.43, 2.33)
C (5.78, 1.72, 0.58)
C (5.36, -1.72, 1.81)
C (5.45, -1.19, 3.24)
C (-2.46, 1.96, -1.25)
C (3.63, 3.13, -0.87)
C (4.51, -1.96, 4.18)
C (-1.87, -4.16, -0.27)
C (3.93, -1.56, 1.23)
C (-1.75, 1.67, -0.07)
C (-1.07, -0.20, 4.52)
C (-1.50, 2.92, -4.78)
C (-3.60, 2.58, 1.23)
C (3.99, -0.07, -2.78)
C (-0.73, -1.25, 1.98)
C (-4.33, 2.78, 0.07)
C (-0.97, 0.87, -2.99)
C (5.97, -1.10, -1.58)
C (5.40, -1.86, -3.92)
C (-3.76, 2.48, -1.16)
C (-2.34, 2.01, 1.15)
C (0.78, -3.15, -1.42)
C (-1.50, -1.96, 2.94)
C (3.36, 2.51, 0.50)
C (-0.36, 0.90, -4.24)
C (0.36, 1.76, 3.83)
C (4.31, 1.34, 0.79)
C (6.47, -1.22, -3.03)
H (-5.34, 3.18, 0.11)
H (-4.34, 2.63, -2.06)
H (6.48, -1.27, 3.60)
H (-0.04, -0.87, -2.48)
H (6.20, -2.02, -1.04)
H (0.65, 2.23, 2.89)
H (1.37, -2.22, -1.45)
H (4.28, -1.34, 5.04)
H (1.27, 1.57, 4.42)
H (2.83, -0.41, 2.73)
H (2.39, -2.42, 4.19)
H (3.31, -3.40, 3.06)
H (2.95, 0.23, -2.66)
H (-1.81, 1.83, 2.07)
H (2.95, 3.97, -1.03)
H (0.17, -3.22, -2.32)
H (7.38, -1.81, -3.06)
H (4.27, -0.29, -4.90)
H (5.85, 1.67, -1.58)
H (7.06, 2.71, -0.84)
H (6.43, 0.86, 0.70)
H (-1.47, -0.61, -1.64)
H (-2.26, -1.95, 4.93)
H (-1.63, -5.13, -0.70)
H (3.27, -1.55, -4.19)
H (5.28, 4.06, -1.94)
H (1.60, -3.79, 1.74)
H (6.71, -0.23, -3.43)
H (-2.76, 3.71, -3.25)
H (5.28, 4.33, -0.20)
H (6.52, -0.29, -1.09)
H (-1.98, -2.88, 2.65)
H (4.18, 1.08, 1.85)
H (5.20, -0.13, 3.25)
H (3.69, -2.46, 0.65)
H (-2.49, -3.61, -0.98)
H (0.33, 0.10, -4.50)
H (-0.27, 2.44, 4.40)
H (-1.72, 3.73, -5.47)
H (0.05, -4.34, 2.37)
H (-0.13, 1.93, -6.10)
H (1.89, -1.64, 1.91)
H (-4.02, 2.84, 2.19)
H (4.58, 0.84, -2.88)
H (5.11, -2.82, -3.48)
H (1.48, -3.99, -1.45)
H (5.62, -2.78, 1.82)
H (3.94, -1.82, -1.59)
H (5.02, -2.85, 4.56)
H (5.80, -2.07, -4.91)
H (0.86, -5.26, 1.10)
H (-1.17, 0.24, 5.50)
H (6.10, -1.22, 1.18)
H (-2.47, -4.33, 0.63)
H (3.51, 3.27, 1.27)
H (3.42, 2.39, -1.65)
H (2.33, 2.17, 0.56)
H (6.05, 2.43, 1.37)

## Properties
Energy above the lowest of the compared OMol25 structures with the same formula, charge and spin: 33.1 kcal/mol
HOMO-LUMO gap (alpha / beta): 6.8 / 7.0 eV
LUMO (alpha / beta): 0.196 / 0.495 eV

***

Molecular formula: C39H58N6OS3Sr
Method: DFT, ωB97M-V/def2-TZVPD

CARTESIAN COORDINATES (ANGSTROEM)
Sr (0.17, 1.08, -0.18)
S (2.68, 2.49, 0.22)
S (1.72, -1.55, 4.73)
S (0.30, 3.18, 1.92)
O (-2.23, 1.02, 0.90)
N (0.21, 0.61, 4.21)
N (2.30, 0.69, 3.38)
N (2.23, -0.68, -0.65)
N (5.00, 5.29, 1.24)
N (1.65, 6.15, 3.74)
N (4.02, -1.95, -1.52)
C (-1.13, 1.73, -2.87)
C (2.25, 3.27, -3.32)
C (-1.15, -3.65, -2.17)
C (-1.50, -3.36, -3.63)
C (0.18, 1.69, -3.39)
C (0.68, 0.61, -4.31)
C (3.21, -0.83, -1.46)
C (-4.53, 0.85, 2.63)
C (-3.93, -0.24, 1.97)
C (3.51, 0.29, -2.40)
C (4.30, -2.74, 0.85)
C (-6.13, -0.69, 3.62)
C (-2.30, -4.45, -1.53)
C (3.93, 4.96, 1.53)
C (6.48, -1.67, -1.78)
C (-2.49, 3.38, -1.39)
C (2.61, 4.61, 1.91)
C (2.04, 5.45, 2.91)
C (-0.01, 3.58, -2.12)
C (-5.49, -1.75, 3.01)
C (-1.25, 2.90, -2.08)
C (-4.04, 2.27, 2.51)
C (-1.03, -0.04, 4.59)
C (0.13, -4.49, -2.11)
C (-5.63, 0.60, 3.44)
C (-0.94, -2.39, -1.45)
C (3.82, -3.04, -0.57)
C (0.87, 2.84, -2.95)
C (-0.69, -1.35, -0.84)
C (-4.39, -1.55, 2.18)
C (-3.72, -2.78, 1.61)
C (-2.83, -0.03, 1.00)
C (1.94, 3.52, 1.37)
C (-7.35, -0.92, 4.48)
C (-2.22, 0.74, -3.14)
C (3.66, 0.29, 3.08)
C (0.30, 4.89, -1.47)
C (5.15, -2.05, -2.42)
C (1.40, -0.02, 4.06)
H (-3.22, -3.86, -1.54)
H (-0.80, -1.05, 4.93)
H (-1.72, -0.09, 3.74)
H (0.02, -5.41, -2.69)
H (4.35, -3.91, -0.97)
H (-2.48, -5.38, -2.09)
H (6.41, -0.67, -1.33)
H (-6.11, 1.43, 3.94)
H (3.42, -0.03, -3.44)
H (-2.18, 0.38, -4.18)
H (4.37, 0.93, 3.61)
H (2.75, 2.53, -3.95)
H (-2.98, 2.36, 2.73)
H (-3.35, 3.41, -2.07)
H (-2.18, -0.16, -2.51)
H (2.12, -1.49, -0.05)
H (7.28, -1.65, -2.53)
H (-3.52, -3.49, 2.41)
H (-7.62, -0.02, 5.03)
H (0.45, 4.82, -0.39)
H (-4.16, 2.65, 1.50)
H (6.77, -2.37, -1.00)
H (-4.61, 2.90, 3.19)
H (4.96, -1.44, -3.29)
H (0.37, -4.75, -1.08)
H (1.98, 1.55, 2.95)
H (-3.21, 1.19, -3.00)
H (-8.21, -1.20, 3.86)
H (-0.49, 5.63, -1.63)
H (-1.61, -4.29, -4.20)
H (2.76, -3.31, -0.56)
H (-2.78, -2.59, 1.10)
H (0.12, 1.47, 3.67)
H (4.52, 0.69, -2.25)
H (1.22, 5.31, -1.88)
H (2.25, 4.21, -3.89)
H (0.97, -3.92, -2.52)
H (2.89, 3.43, -2.44)
H (1.68, 0.85, -4.69)
H (-7.18, -1.73, 5.19)
H (3.80, -0.74, 3.39)
H (-0.72, -2.75, -4.09)
H (2.80, 1.09, -2.24)
H (4.08, -3.58, 1.51)
H (-4.38, -3.27, 0.89)
H (-5.84, -2.76, 3.18)
H (-2.34, 4.40, -1.01)
H (-2.56, -0.85, 0.32)
H (5.20, -3.09, -2.77)
H (-2.07, -4.70, -0.50)
H (-1.51, 0.51, 5.39)
H (-2.80, 2.78, -0.53)
H (3.81, -1.86, 1.26)
H (0.75, -0.37, -3.82)
H (-2.44, -2.80, -3.70)
H (5.37, -2.56, 0.86)
H (3.82, 0.41, 2.01)
H (0.03, 0.48, -5.18)

## Properties
Energy above the lowest of the compared OMol25 structures with the same formula, charge and spin: 0.0 kcal/mol
HOMO-LUMO gap: 4.9 eV
LUMO: 3.614 eV
Net charge: -2

***

Molecular formula: C39H59NO22
Method: DFT, ωB97M-V/def2-TZVPD

CARTESIAN COORDINATES (ANGSTROEM)
O (3.96, -2.46, 2.97)
O (-7.49, 5.99, -5.70)
O (9.25, 1.70, 6.20)
O (9.59, 1.90, 4.02)
O (-5.80, -4.58, -4.70)
O (4.50, -0.12, 8.50)
O (-3.59, -0.71, -0.72)
O (-6.72, -2.65, -3.99)
O (-2.47, 7.73, -2.51)
O (-3.02, 1.45, -0.47)
O (-5.54, -2.74, -5.91)
O (-6.45, 4.78, -4.11)
O (-3.98, -8.10, -6.53)
O (4.02, -0.98, 6.50)
O (2.79, -1.58, 8.29)
O (-2.98, -9.55, -5.17)
O (-2.53, -7.34, -4.98)
O (-2.64, 8.93, -0.65)
O (-5.24, 6.04, -5.48)
O (-4.30, 7.50, -1.21)
O (-4.57, 0.84, -1.98)
O (7.82, 0.72, 4.76)
N (6.50, -4.33, 3.98)
C (-0.12, -0.67, 1.80)
C (-3.66, 0.61, -1.00)
C (1.22, -0.26, 1.79)
C (-1.48, 8.75, -2.60)
C (-4.68, -3.74, -6.51)
C (-4.66, -1.39, -1.43)
C (3.68, -0.95, 7.81)
C (2.67, -1.89, 3.02)
C (-3.24, 8.00, -1.43)
C (-5.31, -5.01, -5.98)
C (-4.63, -3.58, -8.01)
C (10.80, 3.32, 7.16)
C (10.55, 2.31, 6.06)
C (-0.86, 10.56, -0.88)
C (-1.14, 0.24, 1.97)
C (-6.50, 5.64, -5.15)
C (-1.30, 9.15, -1.14)
C (-4.88, -0.43, -2.58)
C (-3.10, -8.25, -5.50)
C (-3.51, -11.70, -6.18)
C (-4.28, -2.79, -1.81)
C (-0.88, 1.60, 2.13)
C (5.57, 0.28, 7.62)
C (-4.84, 4.13, -2.39)
C (6.07, 1.66, 7.97)
C (8.79, 1.38, 4.97)
C (-3.99, -10.30, -5.89)
C (1.48, 1.09, 1.95)
C (-2.01, 2.59, 2.30)
C (-6.08, -3.27, -4.79)
C (10.45, 2.86, 4.65)
C (2.34, -1.27, 1.67)
C (5.80, -3.10, 4.40)
C (4.91, 0.13, 6.27)
C (-5.07, 4.44, -3.85)
C (-4.37, 5.66, -4.40)
C (4.30, -3.17, 4.15)
C (0.45, 2.01, 2.11)
C (-4.21, -9.40, -7.09)
H (3.76, -2.74, 5.00)
H (5.60, -0.10, 5.47)
H (7.05, 1.82, 7.54)
H (0.69, 3.06, 2.22)
H (9.95, 3.83, 4.64)
H (-3.92, 3.57, -2.27)
H (7.39, -4.40, 4.47)
H (6.13, 1.78, 9.05)
H (-5.89, -0.44, -2.98)
H (-3.00, -12.11, -5.31)
H (-4.36, -12.34, -6.41)
H (5.95, -2.90, 5.47)
H (-1.88, 9.58, -3.19)
H (3.24, -0.78, 1.29)
H (2.63, -1.11, 3.80)
H (-3.47, -9.58, -7.86)
H (5.39, 2.43, 7.59)
H (-0.35, -1.73, 1.67)
H (11.87, 3.52, 7.24)
H (2.52, 1.43, 1.94)
H (11.40, 2.92, 4.12)
H (-5.18, -3.37, -2.03)
H (1.92, -2.66, 3.27)
H (-3.73, -3.29, -1.01)
H (-4.88, -10.32, -5.26)
H (2.07, -2.05, 0.95)
H (-3.65, -2.80, -2.70)
H (-0.58, 8.36, -3.06)
H (-2.82, -11.72, -7.02)
H (0.23, 10.63, -0.95)
H (-2.64, 2.61, 1.42)
H (5.96, -5.12, 4.32)
H (-2.62, 2.29, 3.16)
H (-3.68, -3.61, -6.08)
H (-4.35, 6.48, -3.67)
H (6.37, -0.45, 7.74)
H (11.29, 1.50, 6.10)
H (-5.52, -3.99, -8.48)
H (-3.37, 5.47, -4.77)
H (-0.65, 8.43, -0.63)
H (-6.17, -5.31, -6.59)
H (4.31, 1.00, 6.01)
H (-1.15, 10.87, 0.12)
H (-5.65, 3.53, -2.00)
H (-4.84, 3.57, -4.47)
H (-4.77, 5.04, -1.80)
H (-1.60, 3.58, 2.52)
H (10.28, 4.25, 6.96)
H (-2.17, -0.11, 1.96)
H (-5.21, -9.45, -7.51)
H (3.97, -4.22, 4.04)
H (-1.29, 11.26, -1.59)
H (-4.17, -0.61, -3.39)
H (-4.56, -2.53, -8.28)
H (-5.53, -1.39, -0.76)
H (6.21, -2.25, 3.85)
H (-4.62, -5.83, -5.87)
H (-3.76, -4.10, -8.41)
H (10.45, 2.93, 8.11)

## Properties
SMILES string: C[C@@H]1COC(=O)O1.C[C@@H]1COC(=O)O1.C[C@@H]1COC(=O)O1.C[C@@H]1COC(=O)O1.C[C@@H]1COC(=O)O1.C[C@@H]1COC(=O)O1.C[C@@H]1COC(=O)O1.Cc1ccc(CCOCCN)cc1
Energy above the lowest of the compared OMol25 structures with the same formula, charge and spin: 0.0 kcal/mol
HOMO-LUMO gap: 8.4 eV
LUMO: 0.356 eV

***

Molecular formula: C39H60N3O2OsP3S3
Method: DFT, ωB97M-V/def2-TZVPD

CARTESIAN COORDINATES (ANGSTROEM)
Os (0.23, 0.53, 0.25)
S (4.94, 1.59, 1.07)
S (1.16, 0.78, -1.78)
S (0.34, 2.59, -4.48)
P (-0.93, -1.50, 0.46)
P (-1.41, 2.10, 0.47)
P (0.79, 0.84, -3.90)
O (2.12, 0.18, -4.42)
O (-0.24, -0.33, -4.06)
N (2.52, 0.68, 0.75)
N (-0.09, 0.38, 2.22)
N (2.80, 2.96, 0.27)
C (-1.86, 4.88, 0.07)
C (-3.05, 2.59, 4.23)
C (4.17, -0.34, -3.25)
C (-4.14, 3.36, 4.90)
C (3.54, 0.55, -4.31)
C (0.18, -3.25, 2.50)
C (-0.02, -4.01, -0.72)
C (-2.26, 1.69, 4.94)
C (-4.23, 2.28, -0.13)
C (3.34, -0.43, 1.00)
C (-0.44, -1.16, -5.27)
C (-0.77, 3.82, 0.24)
C (1.46, -2.30, 4.28)
C (-1.01, 1.13, 2.96)
C (-0.11, -1.97, 2.02)
C (-0.43, -0.31, -6.52)
C (5.21, -2.42, 1.56)
C (-3.06, -3.26, 0.87)
C (-0.39, -2.55, -0.97)
C (-1.26, 0.95, 4.32)
C (1.26, -4.80, 4.14)
C (0.11, 4.20, 1.43)
C (3.88, -2.74, 1.27)
C (-2.87, 1.76, -0.61)
C (0.35, -0.86, 2.75)
C (-2.74, -1.77, 0.68)
C (0.54, -2.30, -5.29)
C (2.95, -1.76, 0.99)
C (5.62, -1.10, 1.55)
C (-2.81, 2.75, 2.87)
C (0.96, -3.43, 3.63)
C (1.15, -1.02, 3.87)
C (-2.57, 2.18, -2.05)
C (4.68, -0.12, 1.25)
C (-1.44, -2.41, -2.07)
C (-3.34, -0.98, 1.84)
C (-1.81, 2.03, 2.23)
C (3.75, 2.02, -4.08)
C (3.27, 1.76, 0.66)
H (-0.19, -4.13, 1.98)
H (3.92, 0.27, -5.29)
H (-2.89, -1.25, 2.79)
H (-2.90, 0.66, -0.59)
H (-0.79, -0.92, -7.35)
H (-3.32, 1.74, -2.71)
H (3.34, 2.35, -3.12)
H (-4.40, -1.22, 1.90)
H (-1.59, 1.84, -2.39)
H (-4.10, 4.42, 4.64)
H (-2.61, 3.25, -2.18)
H (-4.26, 3.37, -0.08)
H (-2.51, 4.72, -0.78)
H (2.01, 2.96, -0.37)
H (0.35, -4.42, -1.66)
H (0.58, 0.03, -6.76)
H (-0.87, -4.62, -0.41)
H (-4.50, 1.88, 0.84)
H (0.27, -2.99, -6.09)
H (-3.25, 0.09, 1.70)
H (-0.51, 4.50, 2.27)
H (3.48, 3.70, 0.10)
H (-1.64, -1.37, -2.33)
H (5.92, -3.20, 1.78)
H (1.94, -2.04, 0.75)
H (-1.08, 0.55, -6.43)
H (-3.44, 3.43, 2.31)
H (-2.57, -3.65, 1.76)
H (0.53, -2.86, -4.35)
H (3.58, -3.78, 1.26)
H (0.63, -5.04, 5.00)
H (-2.48, 4.97, 0.97)
H (2.11, -2.44, 5.14)
H (1.55, -1.95, -5.47)
H (4.00, -1.39, -3.47)
H (-2.43, 1.55, 6.00)
H (3.31, 2.63, -4.87)
H (0.77, -4.11, 0.01)
H (1.54, -0.16, 4.40)
H (-4.08, 3.28, 5.98)
H (3.77, -0.12, -2.26)
H (-1.07, -2.90, -2.97)
H (-4.13, -3.37, 1.01)
H (-5.12, 2.99, 4.59)
H (-3.19, -1.42, -0.25)
H (0.78, 3.40, 1.76)
H (2.30, -4.88, 4.47)
H (-2.37, -2.90, -1.80)
H (0.53, -2.04, -1.31)
H (-1.46, -1.54, -5.10)
H (-0.19, 3.77, -0.69)
H (6.65, -0.84, 1.74)
H (4.83, 2.20, -4.06)
H (-4.99, 1.97, -0.84)
H (-1.37, 5.85, -0.07)
H (0.73, 5.06, 1.16)
H (1.09, -5.56, 3.38)
H (5.25, -0.16, -3.24)
H (-2.78, -3.87, 0.02)
H (-0.69, 0.25, 4.90)

## Properties
Energy above the lowest of the compared OMol25 structures with the same formula, charge and spin: 18.8 kcal/mol
HOMO-LUMO gap (alpha / beta): 5.2 / 5.2 eV
LUMO (alpha / beta): -7.628 / -7.723 eV
Net charge: +2